{
  "formula": "C22H30N2O6S",
  "method": "ωB97M-V/def2-TZVPD",
  "species": ["C", "O", "C", "C", "C", "C", "S", "O", "O", "N", "C", "C", "N", "C", "C", "O", "C", "C", "C", "C", "C", "C", "O", "C", "C", "C", "C", "O", "C", "C", "C", "H", "H", "H", "H", "H", "H", "H", "H", "H", "H", "H", "H", "H", "H", "H", "H", "H", "H", "H", "H", "H", "H", "H", "H", "H", "H", "H", "H", "H", "H"],
  "positions_angstrom": [[-6.631, -0.675, -0.814], [-5.927, -1.488, 0.098], [-4.596, -1.671, -0.079], [-3.841, -1.091, -1.098], [-2.482, -1.341, -1.171], [-1.877, -2.161, -0.241], [-0.105, -2.367, -0.334], [0.256, -2.716, -1.679], [0.311, -3.246, 0.728], [0.389, -0.816, -0.046], [0.387, -0.381, 1.327], [-0.830, 0.504, 1.631], [-0.915, 1.621, 0.711], [-2.264, 2.130, 0.550], [-2.257, 3.185, -0.557], [-1.389, 4.248, -0.246], [-0.078, 3.773, -0.044], [-0.024, 2.715, 1.057], [1.249, -0.135, -0.986], [2.703, -0.288, -0.612], [3.181, -1.567, -0.375], [4.493, -1.778, 0.029], [5.031, -2.998, 0.301], [4.199, -4.130, 0.173], [5.330, -0.674, 0.177], [4.864, 0.603, -0.064], [3.545, 0.816, -0.452], [2.994, 2.053, -0.689], [3.825, 3.182, -0.592], [-2.614, -2.746, 0.772], [-3.969, -2.504, 0.855], [-6.261, 0.355, -0.801], [-6.573, -1.071, -1.832], [-7.666, -0.690, -0.479], [-4.300, -0.448, -1.832], [-1.879, -0.900, -1.948], [0.350, -1.271, 1.962], [1.318, 0.151, 1.539], [-0.779, 0.835, 2.683], [-1.732, -0.100, 1.509], [-2.922, 1.306, 0.266], [-2.645, 2.587, 1.482], [-3.248, 3.627, -0.681], [-1.944, 2.710, -1.498], [0.522, 4.643, 0.228], [0.310, 3.337, -0.977], [0.996, 2.339, 1.135], [-0.312, 3.175, 2.021], [1.066, -0.605, -1.955], [0.968, 0.918, -1.027], [2.495, -2.387, -0.508], [3.318, -4.061, 0.819], [3.872, -4.270, -0.861], [4.811, -4.977, 0.479], [6.350, -0.834, 0.487], [5.542, 1.432, 0.065], [4.212, 3.314, 0.425], [4.663, 3.127, -1.294], [3.196, 4.032, -0.848], [-2.110, -3.383, 1.481], [-4.573, -2.944, 1.632]],
  "atomic_forces_ev_per_a": [[-0.123, 0.135, -0.149], [0.224, -0.191, 0.173], [0.171, -0.115, 0.148], [-0.181, 0.047, -0.042], [-0.036, -0.049, 0.003], [0.574, -0.191, 0.000], [-0.417, 0.303, 0.162], [-0.026, 0.276, -0.119], [-0.257, 0.185, 0.037], [-0.187, -1.021, -0.312], [-0.518, 0.195, 0.599], [0.230, -0.070, -0.028], [-0.082, -0.001, 0.072], [0.001, 0.254, -0.267], [-0.312, -0.283, 0.155], [-0.016, 0.163, 0.064], [0.285, -0.128, 0.228], [-0.040, 0.215, -0.240], [0.199, 0.055, -0.424], [0.165, 0.395, 0.015], [0.264, -0.078, 0.059], [-0.025, 0.190, -0.025], [0.186, 0.232, 0.023], [-0.104, -0.157, -0.007], [-0.104, -0.269, -0.017], [-0.038, 0.189, -0.016], [-0.171, -0.286, -0.071], [-0.132, -0.300, -0.013], [0.086, 0.148, 0.026], [0.041, -0.075, 0.016], [-0.183, 0.146, -0.121], [0.000, -0.042, -0.007], [0.013, 0.019, 0.034], [0.069, 0.037, -0.067], [-0.059, 0.049, -0.062], [0.013, 0.150, -0.162], [0.150, 0.217, 0.163], [0.035, -0.118, -0.030], [-0.070, -0.030, -0.030], [0.010, 0.040, 0.062], [-0.024, 0.025, 0.023], [-0.017, -0.043, -0.042], [0.031, -0.086, -0.032], [-0.053, 0.017, 0.031], [0.042, -0.081, -0.031], [0.024, 0.031, 0.046], [0.089, 0.040, 0.027], [0.045, -0.046, -0.039], [0.083, 0.263, -0.058], [-0.066, -0.154, -0.034], [0.094, -0.166, 0.011], [0.023, 0.009, -0.015], [-0.006, 0.007, 0.021], [-0.095, 0.024, -0.039], [0.126, -0.021, 0.041], [0.046, 0.097, 0.014], [0.009, -0.012, -0.035], [-0.018, 0.003, 0.032], [0.088, 0.001, 0.016], [-0.002, -0.088, 0.135], [-0.053, -0.059, 0.098]],
  "smiles": "COc1ccc(S(=O)(=O)N(CCN2CCOCC2)Cc2cc(OC)ccc2OC)cc1",
  "total_energy_ev": -49399.3894,
  "multiplicity": 1,
  "homo_energy_ha": -0.28947,
  "homo_lumo_gap_ev": 8.5
}

=====

{
  "formula": "C27H19CrI2N6OPSe2",
  "method": "ωB97M-V/def2-TZVPD",
  "species": ["Cr", "N", "C", "N", "C", "N", "C", "C", "N", "C", "C", "N", "H", "H", "H", "H", "H", "I", "C", "C", "C", "I", "C", "C", "C", "C", "N", "C", "C", "O", "H", "H", "H", "H", "Se", "P", "Se", "C", "C", "C", "C", "C", "C", "C", "C", "C", "C", "C", "C", "H", "H", "H", "H", "H", "H", "H", "H", "H", "H"],
  "positions_angstrom": [[-0.532, -0.302, 1.444], [3.273, -1.935, 1.683], [1.984, -2.262, 1.559], [1.317, -1.188, 1.188], [2.273, -0.218, 1.133], [3.478, -0.624, 1.425], [1.851, 1.146, 0.784], [2.714, 2.177, 0.456], [2.262, 3.372, 0.093], [0.944, 3.542, 0.061], [0.063, 2.526, 0.401], [0.524, 1.332, 0.763], [4.048, -2.523, 1.949], [1.578, -3.247, 1.715], [3.786, 2.020, 0.486], [0.572, 4.514, -0.238], [-1.009, 2.664, 0.399], [1.394, 0.362, 6.097], [-0.422, 0.963, 5.299], [-1.345, 1.689, 6.097], [-2.555, 2.085, 5.604], [-3.861, 3.112, 6.855], [-2.907, 1.790, 4.257], [-4.121, 2.125, 3.615], [-4.325, 1.768, 2.312], [-3.314, 1.085, 1.617], [-2.165, 0.772, 2.175], [-1.962, 1.099, 3.485], [-0.727, 0.650, 4.008], [0.056, -0.077, 3.180], [-1.080, 1.921, 7.119], [-4.885, 2.660, 4.165], [-5.249, 2.006, 1.804], [-3.453, 0.790, 0.584], [-1.892, -2.278, 1.129], [-0.189, -2.427, -2.040], [-1.562, -1.035, -0.812], [1.396, -1.515, -2.113], [2.535, -2.316, -2.154], [3.799, -1.745, -2.274], [3.933, -0.368, -2.345], [2.801, 0.440, -2.297], [1.544, -0.129, -2.177], [-0.888, -2.073, -3.689], [-1.156, -3.186, -4.482], [-1.641, -3.028, -5.775], [-1.877, -1.758, -6.274], [-1.629, -0.640, -5.483], [-1.134, -0.797, -4.201], [2.436, -3.395, -2.102], [4.675, -2.380, -2.317], [4.913, 0.079, -2.440], [2.903, 1.517, -2.366], [0.672, 0.515, -2.138], [-0.985, -4.181, -4.088], [-1.842, -3.899, -6.385], [-2.258, -1.634, -7.279], [-1.819, 0.351, -5.872], [-0.939, 0.084, -3.601]],
  "atomic_forces_ev_per_a": [[-0.145, -0.854, 0.953], [0.027, 0.121, 0.008], [0.012, 0.022, -0.168], [0.237, -0.013, 0.120], [-0.167, 0.401, -0.199], [-0.027, -0.281, -0.025], [0.028, -0.287, 0.101], [0.033, 0.217, 0.030], [0.039, -0.092, 0.042], [0.000, -0.043, -0.009], [0.080, 0.128, 0.017], [-0.021, 0.197, -0.249], [-0.022, 0.017, -0.022], [-0.002, 0.016, 0.037], [-0.009, 0.017, -0.016], [0.012, 0.009, -0.006], [-0.006, 0.005, -0.008], [0.009, -0.006, 0.021], [0.041, 0.070, 0.282], [0.136, -0.078, -0.079], [-0.032, -0.013, -0.012], [-0.031, 0.029, 0.009], [-0.095, 0.089, -0.021], [0.040, 0.026, 0.111], [0.036, -0.030, -0.087], [-0.039, 0.096, 0.003], [-0.046, 0.117, -0.096], [-0.026, -0.138, -0.238], [0.274, -0.284, -0.424], [-0.399, 0.330, 0.083], [0.031, -0.021, -0.005], [0.012, -0.006, 0.008], [0.007, -0.015, 0.012], [-0.007, -0.002, 0.004], [-0.024, 0.187, -0.143], [0.072, -0.019, 0.024], [-0.021, 0.027, -0.029], [0.007, 0.117, 0.074], [0.097, 0.064, 0.023], [-0.061, -0.026, 0.039], [-0.041, 0.005, 0.004], [0.041, -0.006, -0.066], [-0.025, -0.028, -0.078], [-0.031, -0.003, -0.017], [-0.027, -0.002, -0.046], [-0.014, -0.004, 0.055], [0.006, 0.021, 0.004], [0.006, -0.042, 0.010], [0.016, -0.012, -0.008], [-0.008, 0.006, -0.003], [-0.001, -0.001, -0.001], [-0.001, -0.004, -0.010], [-0.005, -0.018, -0.009], [0.025, -0.008, 0.002], [0.003, 0.007, -0.005], [0.009, 0.002, 0.002], [-0.003, 0.002, 0.009], [0.002, -0.003, 0.003], [-0.003, -0.005, -0.008]],
  "total_energy_ev": -223896.3274,
  "charge": 1,
  "multiplicity": 2,
  "homo_energy_ha": [-0.39182, -0.39051],
  "homo_lumo_gap_ev": [6.6, 6.9]
}

=====

{
  "formula": "C4H2O3",
  "method": "ωB97M-V/def2-TZVPD",
  "species": ["O", "C", "C", "C", "O", "C", "O", "H", "H"],
  "positions_angstrom": [[-0.618, -0.313, 2.139], [-0.258, -0.215, 0.991], [-0.965, -0.433, -0.234], [-0.195, 0.002, -1.239], [1.071, 0.339, -0.795], [1.171, 0.384, 0.562], [2.083, 0.768, 1.223], [-1.945, -0.717, -0.362], [-0.344, 0.184, -2.284]],
  "atomic_forces_ev_per_a": [[0.220, -0.139, -0.734], [0.807, 0.652, 2.032], [0.975, 0.615, -1.483], [0.713, -0.238, 1.997], [1.551, 1.090, -1.496], [-1.586, -0.849, 0.895], [-0.597, -0.317, -1.010], [-1.967, -0.637, 0.065], [-0.115, -0.177, -0.266]],
  "smiles": "O=C1C=COC1=O",
  "total_energy_ev": -10321.4557,
  "multiplicity": 1,
  "homo_energy_ha": -0.37259,
  "homo_lumo_gap_ev": 9.1
}

=====

{
  "formula": "C32H37BrN7OPS2Zr",
  "method": "ωB97M-V/def2-TZVPD",
  "species": ["Zr", "Br", "C", "C", "C", "C", "C", "C", "C", "C", "C", "C", "H", "H", "H", "H", "H", "H", "C", "C", "C", "N", "C", "S", "N", "C", "O", "C", "C", "C", "C", "C", "C", "H", "H", "H", "H", "H", "H", "H", "H", "H", "H", "H", "H", "H", "H", "C", "C", "C", "C", "N", "C", "S", "N", "H", "H", "H", "H", "H", "C", "N", "C", "N", "C", "N", "C", "P", "C", "C", "H", "H", "H", "H", "H", "H", "H", "H", "H", "H", "H", "H"],
  "positions_angstrom": [[-0.259, -0.984, 0.610], [-2.798, -2.064, 0.163], [-3.636, -0.997, 1.550], [-4.927, -1.302, 1.835], [-5.586, -0.535, 2.819], [-4.922, 0.483, 3.438], [-3.575, 0.788, 3.115], [-2.900, 1.867, 3.744], [-1.621, 2.193, 3.403], [-0.938, 1.421, 2.443], [-1.509, 0.326, 1.825], [-2.876, 0.026, 2.146], [-5.442, -2.108, 1.326], [-6.616, -0.762, 3.064], [-5.422, 1.084, 4.191], [-3.429, 2.432, 4.505], [-1.123, 3.032, 3.874], [0.082, 1.707, 2.226], [3.360, 2.618, 1.080], [3.062, 3.094, -0.346], [1.593, 3.437, -0.551], [0.829, 2.174, -0.642], [-0.313, 1.946, -1.238], [-0.899, 0.335, -1.566], [-1.085, 2.968, -1.656], [-1.273, 4.220, -0.945], [-0.847, 4.321, 0.171], [-1.975, 5.284, -1.700], [-2.553, 5.087, -2.954], [-3.157, 6.144, -3.611], [-3.172, 7.405, -3.027], [-2.598, 7.606, -1.777], [-2.009, 6.546, -1.111], [4.344, 2.151, 1.148], [2.628, 1.880, 1.434], [3.341, 3.455, 1.778], [3.360, 2.334, -1.078], [3.644, 3.986, -0.572], [1.432, 3.995, -1.474], [1.215, 4.030, 0.275], [1.348, 1.359, -0.381], [-1.828, 2.698, -2.281], [-2.556, 4.117, -3.439], [-3.616, 5.988, -4.579], [-3.637, 8.232, -3.549], [-2.615, 8.588, -1.323], [-1.567, 6.681, -0.132], [5.989, -1.020, -0.346], [4.497, -1.011, -0.359], [3.765, -1.029, -1.560], [2.409, -0.961, -1.472], [1.786, -0.920, -0.275], [2.556, -0.942, 0.842], [1.642, -0.878, 2.322], [3.878, -0.972, 0.830], [6.413, -0.976, -1.347], [6.339, -1.925, 0.158], [6.350, -0.179, 0.250], [4.258, -1.076, -2.523], [1.772, -0.916, -2.346], [-0.651, -6.116, -1.168], [0.265, -5.138, -1.765], [1.649, -5.538, -1.498], [1.925, -5.704, -0.068], [0.983, -6.689, 0.479], [-0.417, -6.304, 0.265], [-0.804, -5.161, 1.065], [0.220, -3.658, 0.601], [-0.002, -3.798, -1.282], [1.914, -4.456, 0.664], [-0.509, -7.070, -1.671], [-1.678, -5.789, -1.326], [2.327, -4.793, -1.917], [1.830, -6.489, -1.993], [1.168, -6.827, 1.544], [1.155, -7.636, -0.029], [-0.618, -5.371, 2.117], [-1.861, -4.934, 0.948], [0.688, -3.108, -1.763], [-1.012, -3.512, -1.570], [2.163, -4.630, 1.708], [2.652, -3.764, 0.257]],
  "atomic_forces_ev_per_a": [[-0.124, 0.000, 0.176], [-0.004, 0.008, 0.195], [0.013, -0.067, -0.148], [-0.195, -0.042, 0.061], [-0.047, -0.045, -0.031], [0.033, 0.073, 0.066], [-0.043, 0.127, 0.130], [-0.110, -0.026, 0.042], [-0.043, 0.130, -0.004], [-0.094, -0.026, 0.094], [-0.216, -0.189, 0.165], [0.083, 0.110, 0.025], [0.027, 0.076, 0.045], [0.085, 0.019, -0.011], [0.044, -0.053, -0.068], [0.031, -0.021, -0.081], [-0.037, -0.076, -0.039], [0.183, -0.033, -0.033], [-0.002, 0.003, -0.096], [-0.022, -0.159, 0.077], [0.264, -0.164, -0.008], [0.078, 0.365, 0.046], [-0.221, 0.085, 0.099], [0.116, 0.011, -0.017], [-0.140, 0.174, 0.108], [-0.065, -0.022, -0.372], [-0.165, 0.012, 0.160], [0.085, -0.215, 0.025], [-0.003, -0.101, -0.049], [-0.050, 0.008, -0.032], [0.003, 0.027, 0.019], [-0.037, 0.000, -0.027], [-0.013, 0.077, 0.117], [-0.054, 0.059, -0.001], [0.060, 0.032, -0.015], [-0.051, -0.051, -0.015], [0.024, 0.066, -0.025], [0.057, -0.001, -0.004], [-0.048, -0.028, -0.037], [0.011, 0.017, 0.043], [0.247, -0.336, 0.075], [-0.083, -0.003, -0.057], [0.040, 0.072, -0.011], [0.040, 0.010, 0.050], [0.022, -0.031, 0.035], [0.001, -0.042, -0.014], [-0.001, 0.013, -0.048], [-0.066, -0.048, 0.090], [0.048, 0.013, 0.236], [0.301, -0.027, -0.115], [-0.341, 0.043, -0.022], [0.543, 0.152, -0.035], [0.437, 0.007, -0.026], [-0.303, 0.068, -0.282], [0.053, -0.041, -0.175], [-0.037, 0.002, 0.041], [-0.033, 0.047, -0.041], [-0.019, -0.028, -0.041], [-0.036, 0.038, 0.121], [-0.073, -0.013, -0.054], [0.150, 0.176, 0.198], [0.014, -0.032, -0.050], [-0.145, 0.069, 0.224], [-0.042, -0.153, -0.080], [-0.078, 0.265, -0.075], [0.073, -0.082, -0.024], [0.260, 0.137, 0.044], [-0.198, -0.349, -0.870], [0.105, -0.225, 0.309], [-0.207, 0.142, 0.063], [0.026, -0.074, -0.014], [-0.074, 0.001, -0.026], [0.020, 0.024, -0.005], [0.017, -0.050, -0.013], [0.000, 0.025, 0.016], [0.009, -0.058, -0.013], [-0.040, -0.032, 0.120], [-0.107, -0.005, -0.067], [0.110, 0.126, -0.096], [-0.180, 0.032, -0.029], [0.074, -0.017, 0.140], [0.065, 0.028, -0.057]],
  "total_energy_ev": -148534.1628,
  "charge": 2,
  "multiplicity": 1,
  "homo_energy_ha": -0.49085,
  "homo_lumo_gap_ev": 7.0
}

=====

{
  "formula": "C4H11FInNO",
  "method": "ωB97M-V/def2-TZVPD",
  "species": ["In", "F", "C", "C", "C", "O", "C", "N", "H", "H", "H", "H", "H", "H", "H", "H", "H", "H", "H"],
  "positions_angstrom": [[1.354, -0.180, 2.448], [3.548, 0.365, 0.789], [0.858, -0.426, -1.948], [0.666, -0.036, -0.482], [-0.838, 0.080, -0.194], [-0.927, 0.645, 1.051], [-2.269, 1.026, 1.422], [1.242, -1.055, 0.421], [0.314, -1.309, -2.278], [1.925, -0.504, -2.159], [0.495, 0.440, -2.513], [1.134, 0.907, -0.192], [-1.338, -0.886, -0.354], [-1.317, 0.669, -0.989], [-2.562, 1.932, 0.889], [-2.408, 1.202, 2.487], [-3.023, 0.263, 1.215], [2.240, -1.130, 0.177], [0.906, -2.002, 0.210]],
  "atomic_forces_ev_per_a": [[1.036, 0.649, -2.676], [-2.010, -0.407, 1.707], [0.802, 0.569, 0.002], [-1.456, -0.031, -0.100], [0.682, -0.735, -1.817], [-0.161, 0.343, 2.046], [-1.491, 0.155, 0.533], [0.616, -1.082, -0.813], [0.007, -0.092, 0.238], [-0.055, -0.218, -0.196], [-0.020, -0.107, -0.012], [0.231, 0.055, -0.510], [0.020, -0.176, 0.767], [0.292, 0.630, 0.320], [0.345, 0.022, -0.108], [0.797, 0.136, 0.061], [0.445, -0.319, -0.413], [0.533, 0.535, 0.621], [-0.612, 0.073, 0.348]],
  "total_energy_ev": -15731.1668,
  "charge": 2,
  "multiplicity": 1,
  "homo_energy_ha": -0.70345,
  "homo_lumo_gap_ev": 4.5
}